C4H7NO | ωB97M-V/def2-TZVPD

Results
Gap between HOMO and LUMO, eV: 10.090
Total energy, eV: -7798.3039
SMILES string: C=C(C)/N=C\O
Relative energy (zero: lowest compared OMol25 entry of this formula, charge and spin), kJ/mol: 129.3

Last column: natural (NBO) charge in e.
Geometry (Å):
C  -0.029751  0.173979  -1.581505  -0.4901
C  -0.288301  0.368084  -0.282583  0.1480
C  -1.574554  -0.039282  0.383721  -0.6483
N  0.609708  1.040664  0.577037  -0.5113
C  1.650503  0.423305  0.953699  0.4289
O  2.026334  -0.825295  0.629003  -0.6752
H  0.893045  0.532446  -2.030287  0.2082
H  -0.771435  -0.268020  -2.239512  0.2065
H  -1.372070  -0.577856  1.316788  0.2199
H  -2.177439  -0.676435  -0.269044  0.2180
H  -2.154029  0.852131  0.645445  0.2312
H  2.364334  0.891398  1.628362  0.1690
H  1.382415  -1.157852  -0.023759  0.4953

Atoms 1-2, force components in eV/Å:
C 0.0 0.1 0.1
C -0.1 -0.1 -0.2

C7H18BIO7PS | ωB97M-V/def2-TZVPD

Results
Gap between HOMO and LUMO, eV: 6.440
Charge: -1
Total energy, eV: -50786.4543

Last column: natural (NBO) charge in e.
Geometry (Å):
O  3.994217  -2.157683  -2.053899  -0.9691
B  3.468008  -3.537613  -2.114864  1.1374
O  4.271378  -4.574835  -2.838859  -0.9924
C  2.017926  -4.024282  -1.435066  -1.1190
I  2.163053  -6.227197  -1.437268  -0.0502
P  0.696665  -3.394493  -2.665592  1.6859
O  -0.851820  -4.187374  -2.555155  -0.9993
O  1.352683  -3.710190  -4.285319  -0.9984
S  0.623352  -1.446457  -2.501109  -0.6903
H  3.659320  -1.686878  -2.872774  0.5000
H  3.957299  -4.604426  -3.799988  0.4968
H  -1.470078  -3.716389  -1.919723  0.5139
H  0.729797  -4.378716  -4.708585  0.4867
C  -1.949989  4.349568  3.399780  -0.2473
O  -1.317510  3.161114  2.954081  -0.5443
C  -2.048266  1.985557  3.306790  -0.0936
C  -1.763253  0.857535  2.309297  -0.0887
O  -2.460612  1.005619  1.065262  -0.5432
C  -1.993549  2.051121  0.201950  -0.0852
C  -0.641830  1.746698  -0.449126  -0.1036
O  0.418100  1.949557  0.486970  -0.5623
C  1.525006  1.098666  0.251533  -0.2524
H  -1.970801  4.384602  4.492626  0.1612
H  -1.378370  5.202169  3.024772  0.1909
H  -2.966139  4.417424  2.997937  0.1619
H  -3.124723  2.188831  3.326034  0.1680
H  -1.721036  1.684060  4.306567  0.1685
H  -2.138001  -0.075791  2.743644  0.1844
H  -0.693947  0.716624  2.146496  0.2043
H  -1.992907  3.014363  0.715354  0.1823
H  -2.740914  2.123337  -0.595362  0.1815
H  -0.474574  2.430640  -1.287976  0.1663
H  -0.640396  0.715551  -0.822077  0.2056
H  1.215611  0.049443  0.293292  0.1918
H  2.265899  1.268401  1.039612  0.1812
H  1.980400  1.321445  -0.719257  0.1708

Atoms 1-2, force components in eV/Å:
O -1.4 -1.8 -1.5
B -0.5 -0.3 -0.7

C55H69N8O6P | ωB97M-V/def2-TZVPD

Results
Gap between HOMO and LUMO, eV: 9.480
Total energy, eV: -91648.6316
SMILES string: CCOP(=O)(CC[C@@](CCC(=O)Nc1ccccc1)(OC)[C@H](C)OC)OCC.c1ccncc1.c1ccncc1.c1ccncc1.c1ccncc1.c1ccncc1.c1ccncc1.c1ccncc1
Relative energy (zero: lowest compared OMol25 entry of this formula, charge and spin), kJ/mol: 0.0

Last column: Löwdin charge in e.
Geometry (Å):
C  4.104610  -4.258068  0.062352  -0.0672
C  2.782614  -3.540517  0.296103  -0.2833
O  2.909967  -2.349552  1.106977  -0.1969
P  3.277855  -0.988494  0.330102  0.4912
O  4.234104  -0.243771  1.150427  -0.2577
C  1.796684  0.053956  0.126787  -0.1919
C  0.854730  0.009205  1.341352  -0.1168
C  -0.506390  -0.705309  1.133484  -0.3806
C  -0.395199  -1.844759  0.105054  -0.0775
C  -1.258396  -3.094573  0.355280  -0.0649
C  -2.562440  -3.197401  -0.408784  -0.4445
O  -3.561007  -3.644267  0.144615  0.0774
N  -2.604066  -2.777202  -1.758111  0.1107
C  -3.806305  -3.148659  -2.453566  -0.2707
C  -4.922967  -2.383168  -2.395663  -0.0323
C  -6.041447  -2.726830  -3.089484  -0.0790
C  -6.038669  -3.864962  -3.834845  -0.0999
C  -4.934269  -4.658071  -3.897382  -0.0858
C  -3.827101  -4.295257  -3.195976  -0.0385
O  -0.753512  -1.264630  2.432027  -0.1326
C  -2.078613  -1.264161  2.930829  -0.0829
C  -1.486064  0.424221  0.744581  -0.3109
C  -2.767576  0.017263  0.015157  -0.0134
O  -0.819866  1.349805  -0.133343  -0.1801
C  -1.184175  2.680370  0.142888  -0.0960
O  3.831246  -1.412214  -1.108062  -0.2106
C  4.789228  -0.501989  -1.680999  -0.2655
C  4.130712  0.702088  -2.325511  -0.0859
H  4.842443  -3.969988  0.805711  0.0865
H  4.483064  -4.140221  -0.946881  0.0696
H  3.940416  -5.328521  0.192245  0.0719
H  2.263838  -3.323265  -0.637170  0.1021
H  2.124495  -4.209688  0.847557  0.1143
H  2.217655  1.053555  0.063946  0.0883
H  1.320248  -0.129489  -0.835564  0.0924
H  1.369786  -0.512549  2.146632  0.1140
H  0.688920  1.011302  1.721831  0.1197
H  0.626421  -2.181031  -0.020049  0.0756
H  -0.670532  -1.443687  -0.872659  0.1153
H  -0.681523  -3.960537  0.012985  0.1247
H  -1.493204  -3.298402  1.391913  0.1125
H  -1.801549  -3.110345  -2.280197  0.1374
H  -4.948221  -1.484182  -1.794653  0.1186
H  -6.914222  -2.094414  -3.056150  0.1099
H  -6.925315  -4.152294  -4.383607  0.0912
H  -4.936901  -5.569013  -4.475673  0.1075
H  -2.939580  -4.916807  -3.216334  0.1187
H  -2.469768  -0.282441  3.195598  0.0935
H  -2.054019  -1.831863  3.859793  0.0859
H  -2.759557  -1.813196  2.279204  0.0753
H  -1.761648  1.013807  1.619656  0.1376
H  -3.353634  0.926922  -0.126365  0.0803
H  -3.405343  -0.670264  0.563997  0.0798
H  -2.522334  -0.327100  -0.982301  0.0732
H  -2.259884  2.802463  0.316769  0.0868
H  -0.689785  3.056062  1.042326  0.0666
H  -0.938581  3.328091  -0.693046  0.0828
H  5.272880  -1.054922  -2.484922  0.1156
H  5.581462  -0.212349  -0.996902  0.1107
H  3.764477  1.424661  -1.599968  0.0680
H  3.390195  0.385579  -3.046680  0.0502
H  4.922349  1.206532  -2.882221  0.0834
C  1.187278  7.138886  3.946764  -0.0907
C  1.863906  7.004578  2.746008  -0.0969
C  1.432573  6.035048  1.855719  -0.1560
N  0.403909  5.217740  2.090215  0.0510
C  -0.233226  5.362198  3.250227  -0.1618
C  0.114627  6.303469  4.207798  -0.0733
H  1.494612  7.883298  4.669962  0.1079
H  2.707869  7.633879  2.507425  0.0989
H  1.932018  5.895239  0.903069  0.1041
H  -1.064088  4.683488  3.415461  0.1008
H  -0.440001  6.375898  5.133452  0.1005
C  -1.909797  -3.017009  8.842430  -0.0814
C  -2.908088  -3.551434  8.042837  -0.0781
C  -3.460538  -2.748365  7.056801  -0.1647
N  -3.089579  -1.487558  6.839148  0.0483
C  -2.134273  -0.990009  7.622237  -0.1585
C  -1.512931  -1.707729  8.630433  -0.0860
H  -1.447162  -3.613557  9.618600  0.1037
H  -3.247621  -4.569693  8.175555  0.0983
H  -4.237097  -3.127805  6.401099  0.1007
H  -1.853892  0.038279  7.421157  0.1022
H  -0.736578  -1.253724  9.227883  0.0910
C  -7.769498  -7.343429  -8.646836  -0.0831
C  -8.582907  -7.377883  -7.526433  -0.0748
C  -8.595237  -6.272530  -6.689450  -0.1553
N  -7.866300  -5.177235  -6.898809  0.0523
C  -7.088866  -5.163254  -7.980165  -0.1545
C  -7.004884  -6.212865  -8.882354  -0.0750
H  -7.731710  -8.185444  -9.326340  0.1047
H  -9.194897  -8.241320  -7.304648  0.1006
H  -9.219251  -6.255605  -5.802345  0.1034
H  -6.505290  -4.260219  -8.123402  0.1039
H  -6.356873  -6.144619  -9.745296  0.1004
C  -0.387132  2.559098  -5.628116  -0.0804
C  -0.109447  2.835491  -4.299332  -0.0664
C  1.087268  2.377154  -3.769711  -0.1427
N  1.986011  1.681456  -4.465062  0.0565
C  1.700862  1.422928  -5.740699  -0.1425
C  0.536143  1.837858  -6.367996  -0.0968
H  -1.309740  2.900645  -6.080694  0.1086
H  -0.803573  3.393198  -3.685672  0.0997
H  1.346572  2.571930  -2.733664  0.1039
H  2.449509  0.853509  -6.281374  0.1080
H  0.357728  1.601172  -7.408236  0.1038
C  5.158179  4.591921  6.564409  -0.0806
C  4.161290  4.166572  5.702413  -0.0617
C  3.807169  4.994242  4.648077  -0.1456
N  4.369805  6.179922  4.416067  0.0601
C  5.326390  6.572169  5.256719  -0.1530
C  5.756679  5.820890  6.339471  -0.0763
H  5.464674  3.974549  7.399310  0.1048
H  3.668189  3.214404  5.841761  0.1048
H  3.032874  4.699234  3.947126  0.0984
H  5.765878  7.541270  5.044959  0.1015
H  6.539538  6.189971  6.987852  0.0994
C  3.316186  6.294048  -7.459384  -0.0816
C  3.874888  6.279937  -8.727011  -0.0762
C  3.403936  5.351222  -9.642997  -0.1588
N  2.445098  4.467172  -9.373241  0.0549
C  1.921044  4.495598  -8.148720  -0.1529
C  2.316318  5.383675  -7.160350  -0.0664
H  3.655364  7.003903  -6.715581  0.1048
H  4.658447  6.972870  -9.001362  0.0996
H  3.811154  5.306800  -10.647335  0.1015
H  1.146551  3.765876  -7.957833  0.0750
H  1.852432  5.359473  -6.183182  0.1002
C  4.170839  -2.666017  6.804596  -0.0800
C  3.977758  -2.270981  8.118769  -0.0782
C  2.727031  -1.798753  8.485373  -0.1609
N  1.697978  -1.699733  7.645036  0.0551
C  1.902995  -2.083496  6.385440  -0.1432
C  3.112809  -2.572249  5.916057  -0.0632
H  5.132578  -3.040575  6.477677  0.1051
H  4.778101  -2.326929  8.844043  0.0987
H  2.531196  -1.481014  9.504485  0.0999
H  1.048768  -1.988358  5.723000  0.1042
H  3.220724  -2.868229  4.881604  0.1022

Atoms 1-2, force components in eV/Å:
C -0.2 -0.5 0.0
C -0.2 -0.5 0.4

Q: Look up the total energy of the third one.
A: -91648.6316 eV

Q: The lowest gap between HOMO and LUMO belongs to which entry?
A: C7H18BIO7PS

Q: Which value of total energy does entry 3 give?
A: -91648.6316 eV

Q: Number 3 is which compound?
A: C55H69N8O6P